A molecular structure, C35H37IrN6SSb2. Source: the Open Molecules 2025 dataset; level of theory: ωB97M-V/def2-TZVPD.

Computed properties:
E in eV: -72570.6602
Charge: +2
Relative energy (zero: lowest compared OMol25 entry of this formula, charge and spin) in eV: 0.000
2S+1: 5
Molar mass in g mol⁻¹: 1009.53
HOMO energy (alpha / beta) in Eh: -0.4043 / -0.4690
Largest force on an atom in eV/Å: 0.4
Frontier orbital gap (alpha / beta) in eV: 6.060 / 4.314
LUMO level (alpha / beta) in eV: -4.942 / -8.448

XYZ file:
```
82
C35H37IrN6SSb2 (ωB97M-V/def2-TZVPD)
C -4.1856 -2.7476 2.1857
C -1.1198 0.9101 6.3894
H -3.7051 -3.7128 2.1328
C -6.0845 -1.3454 2.6975
H 0.5332 4.3733 -1.5654
C 0.6909 -0.4461 5.5095
C -5.4759 -2.6116 2.6276
C 0.0599 -0.6309 -3.7625
C -2.7262 -1.1707 -2.1709
H 0.9567 -3.3488 -1.7579
C 3.7812 0.2067 -3.9376
C -1.8783 2.2884 0.8144
H 1.5675 4.5177 -0.1285
C 2.7327 -1.3083 -0.7122
H -3.1165 -0.1585 -2.0853
H -7.0982 -1.2228 3.0462
H -4.0288 4.2370 -0.9921
N 0.2400 0.5869 2.0264
H -3.4744 3.5975 1.3530
C 2.4376 -1.3978 1.5938
N -1.7125 2.0248 2.1175
H -2.6384 3.2274 -2.8501
H 4.4968 1.1123 -1.1989
C 1.5325 4.2028 -1.1694
H 0.9184 1.9907 -3.7686
H -0.4280 -1.3525 -4.4201
C -3.4430 -1.6187 1.7857
H 4.4416 1.0629 -3.8580
N -4.0810 -0.4243 1.8829
H -2.2618 2.1143 5.0107
H 2.5869 2.5325 -3.8650
C -2.9357 3.1938 0.5076
C 1.9309 1.7778 -3.4294
H -1.6815 1.2299 7.2568
C -0.1245 -3.2323 -1.7114
C 3.5164 -2.3481 1.6621
Sb 2.0108 2.1417 -1.3009
H 5.3846 -1.1466 -4.3632
C -2.4582 2.9875 -1.8124
C 4.1915 -2.7503 0.5436
S -1.8255 -1.6691 1.2567
H -0.3570 0.3478 -3.9984
H 3.8674 -3.1008 -4.6216
H 2.4316 -0.9071 -1.6747
C 2.4060 0.3984 -3.7743
C 3.7975 -2.2089 -0.6790
H -0.5828 -3.7413 -2.5582
H 1.4441 -2.7981 -4.3692
C 0.9021 -0.1738 2.9641
H 5.0046 -3.4598 0.6080
C -5.3527 -0.2633 2.3223
Sb -0.6459 -1.1839 -1.7815
N 2.0435 -0.9019 0.3478
H -2.8899 -1.5423 -3.1817
H 4.2842 2.2896 0.1161
C 4.3174 -1.0358 -4.2249
C 0.3636 0.0551 4.2324
H 0.1558 -0.3649 7.5664
H -3.2133 -1.8168 -1.4458
H -6.0329 -3.4886 2.9302
C -0.0602 -0.0083 6.5686
C 4.0982 2.0909 -0.9376
H 2.2582 4.7716 -1.7482
N 1.9234 -1.0637 2.7374
H -5.7191 0.7522 2.3532
Ir 0.4312 0.4243 0.0720
C -3.2286 3.5424 -0.7753
C 2.1056 -1.9513 -4.2244
H -0.8443 1.6877 -2.2523
C 3.4703 -2.1265 -4.3692
H -3.5299 0.3954 1.6557
H 4.2812 -2.4636 -1.6114
C 1.5471 -0.7048 -3.9226
H -0.5049 -3.6465 -0.7800
C -0.7835 1.2627 2.6532
H 3.7584 -2.7076 2.6516
H 4.5844 2.8550 -1.5423
C -0.7038 0.9708 4.0589
C -1.4529 1.4086 5.1410
C -1.4580 2.1266 -1.4767
N -1.1473 1.7548 -0.2051
H 1.5045 -1.1468 5.6352
```

Here are the Löwdin charges for atoms 1 to 4, given in e: -0.070, -0.029, 0.113, -0.035